No. 1
Here is a structure of composition C17H18IO10PS in a non-equilibrium geometry from the OMol25 dataset. Energies are from ωB97M-V/def2-TZVPD.

For the total energy, the calculation gives -2448.11456 hartree. The value obtained for the orbital gap is 8.128 eV. Its multiplicity is 1.

Geometry (Å):
1 C 2.64528 -2.21167 0.85033
2 C 2.15501 -1.11678 1.85662
3 O 0.81068 -0.70946 1.62781
4 C -0.04311 -0.86722 2.72937
5 C -1.24144 -1.79782 2.36252
6 O -2.22106 -1.22638 1.48071
7 S -2.50829 -2.32472 0.29237
8 O -1.64645 -2.32319 -0.90139
9 O -3.91786 -2.24005 -0.09807
10 O -2.04649 -3.66311 1.17293
11 C -0.80140 -3.16179 1.73274
12 P 0.13212 -4.26978 2.94720
13 O -1.12280 -4.91974 3.90417
14 I 1.16891 -6.09793 1.65022
15 H 3.72692 -2.36655 1.03184
16 H 2.13581 -3.17814 1.03432
17 H 2.48042 -1.92452 -0.20277
18 H 2.37320 -1.50448 2.86853
19 H 2.81427 -0.23431 1.67964
20 H -0.50550 0.10029 3.02576
21 H 0.41808 -1.29085 3.63970
22 H -1.76161 -2.08750 3.30360
23 H -0.06057 -3.03973 0.91486
24 H -1.41417 -4.15862 4.41696
25 C -2.42061 0.65923 -2.28831
26 C -3.74176 0.49268 -2.23478
27 C -4.66576 1.51927 -2.76700
28 O -5.86898 1.37172 -2.71806
29 C -4.06724 2.73669 -3.36164
30 C -2.74678 2.90307 -3.41373
31 C -1.82335 1.87612 -2.88103
32 O -0.61790 2.02863 -2.92898
33 H -1.72903 -0.07989 -1.90376
34 H -4.19583 -0.39105 -1.80397
35 H -4.75875 3.47569 -3.74610
36 H -2.29134 3.78666 -3.84309
37 C 1.93364 2.42057 -0.24373
38 C 1.85595 2.94335 -1.46737
39 C 3.03048 3.58427 -2.10144
40 O 2.96355 4.06326 -3.21360
41 C 4.29285 3.61998 -1.32739
42 C 4.36926 3.09639 -0.10517
43 C 3.19519 2.45678 0.52888
44 O 3.26460 1.97529 1.64391
45 H 1.08677 1.94684 0.23778
46 H 0.94182 2.92360 -2.04861
47 H 5.14036 4.09162 -1.80841
48 H 5.28288 3.11328 0.47561

Atomic forces in eV per Å
C -0.462 0.160 0.550
C 1.937 -0.164 -1.304
O 0.123 -0.407 0.848
C -1.775 0.119 -0.333
C 1.381 -1.103 1.368
O 0.464 -1.262 -1.383
S -1.654 -0.822 -3.442
O -0.488 0.695 2.919
O 2.342 -0.378 2.114
O -0.388 1.838 -0.703
C 0.355 -0.431 -0.233
P -0.675 0.277 1.015
O 1.189 0.230 -1.510
I -0.883 0.370 0.225
H -0.525 0.067 -0.185
H 0.308 0.429 -0.164
H 0.076 -0.018 0.495
H -0.580 0.341 -0.209
H -0.619 -0.517 0.405
H 0.429 -0.327 -0.209
H 0.114 0.078 -0.517
H -0.009 0.550 -0.435
H -0.451 0.261 0.303
H -0.238 -0.033 0.398
C -0.064 -0.077 0.060
C 0.175 -0.093 0.045
C -0.220 -0.077 0.027
O 0.086 0.046 -0.019
C 0.191 0.160 -0.069
C -0.171 0.112 -0.058
C 0.007 -0.050 0.006
O -0.247 -0.071 -0.073
H 0.009 -0.020 -0.038
H -0.012 -0.001 -0.001
H -0.030 -0.027 0.012
H 0.040 -0.021 0.003
C -0.030 0.060 -0.140
C -0.132 -0.002 0.149
C -0.060 0.029 -0.133
O 0.046 0.012 0.048
C 0.181 -0.037 0.186
C 0.125 0.111 -0.155
C -0.152 -0.086 0.111
O 0.093 0.113 -0.044
H 0.029 -0.045 0.027
H 0.207 0.021 0.043
H -0.019 0.008 -0.032
H -0.021 -0.020 0.033



No. 2
Here is a cluster of 2 separate species, C4H11N2S in total in a non-equilibrium geometry from the OMol25 dataset. Energies are from ωB97M-V/def2-TZVPD.

For the total energy, the calculation gives -666.69717 hartree. The value obtained for the orbital gap is 6.470 eV. Its multiplicity is 1. As for the net charge: -1.

Geometry (Å):
1 C 1.74401 1.20789 -2.52841
2 C 1.49172 0.70455 -1.08862
3 S 1.29092 -1.10043 -0.98256
4 H 0.87854 0.98673 -3.21081
5 H 2.67387 0.85054 -2.97018
6 H 1.73153 2.33539 -2.50713
7 H 0.56306 1.21413 -0.74741
8 H 2.29356 1.07956 -0.43302
9 C -1.76690 0.62218 1.63979
10 C -1.13575 -0.54391 1.38904
11 N -0.95734 -1.54055 2.38778
12 N -2.16947 1.50595 0.57165
13 H -2.18203 0.90629 2.59689
14 H -0.79926 -0.78168 0.36138
15 H -0.50532 -1.20976 3.20965
16 H -0.40775 -2.30412 2.02726
17 H -3.14090 1.73920 0.50653
18 H -1.87085 1.08843 -0.29902

Atomic forces in eV per Å
C -1.190 1.229 0.013
C -0.466 0.225 -0.458
S 0.200 -0.063 -0.066
H 0.819 -0.322 0.625
H -0.060 -0.090 0.051
H 0.425 -0.701 -0.052
H 0.416 -0.221 -0.017
H -0.090 -0.189 -0.168
C -0.692 -0.863 -1.047
C -0.991 1.017 0.325
N -0.007 -0.180 -0.721
N 1.446 0.062 0.060
H 0.210 -0.118 0.266
H -0.069 -0.060 0.615
H 0.290 0.353 0.602
H 0.221 -0.012 -0.157
H -0.427 -0.240 0.331
H -0.035 0.172 -0.201



No. 3
Here is the molecule C3H8N4O in a non-equilibrium geometry from the OMol25 dataset. Energies are from ωB97M-V/def2-TZVPD.

The structure (SMILES) is CNN/C=N\C=N/O. For the total energy, the calculation gives -413.16146 hartree. The value obtained for the orbital gap is 9.132 eV. Its multiplicity is 1.

Geometry (Å):
1 C -1.91676 1.50394 1.54278
2 C 0.33086 0.34329 -0.76723
3 C 1.73648 -1.62297 -0.32501
4 H -1.05919 2.13933 1.89299
5 H -2.86167 2.01315 1.59116
6 H -2.05747 0.64138 2.15513
7 H -2.61576 1.13907 -0.56420
8 H -0.68071 -0.77768 0.75825
9 H 0.03489 1.27096 -1.35517
10 H 1.21393 -2.45522 0.51175
11 H 2.71329 -1.07480 -2.08294
12 N -1.70280 1.25089 0.05224
13 N -0.79902 0.08917 0.07694
14 N 1.40526 -0.36705 -1.09798
15 N 2.82567 -2.23396 -0.63762
16 O 3.43299 -1.85950 -1.75112

Atomic forces in eV per Å
C 0.034 1.700 -2.062
C -0.717 -1.029 -0.940
C -0.560 -1.288 1.163
H -0.951 -0.684 -0.208
H -0.272 0.796 0.352
H 0.272 -0.948 0.160
H 2.326 -0.596 2.082
H -1.254 2.800 -1.526
H 1.136 -1.098 0.704
H 0.717 3.523 -2.139
H 2.801 -2.041 0.500
N -0.563 -2.086 1.868
N 2.816 -0.790 -1.765
N -2.575 -0.908 2.787
N -1.170 -0.968 0.857
O -2.040 3.617 -1.831



No. 4
Here is the molecule C17H20N2O4S from the OMol25 dataset. Energies are from ωB97M-V/def2-TZVPD.

The structure (SMILES) is O=C(NCc1ccco1)[C@H]1CCCN(S(=O)(=O)c2ccccc2)C1. For the total energy, the calculation gives -1468.45999 hartree. The value obtained for the orbital gap is 9.503 eV. Its multiplicity is 1.

Geometry (Å):
1 O -3.34588 -1.14960 0.30346
2 C -2.32127 -1.54478 0.81035
3 N -2.05620 -1.43344 2.13744
4 H -1.14031 -1.69741 2.46533
5 C -2.80278 -0.52629 2.98232
6 C -2.17084 0.83377 3.00621
7 C -0.86297 1.22451 2.96934
8 C -0.87453 2.64163 2.96967
9 C -2.18419 3.00252 3.00735
10 O -2.97377 1.91570 3.02606
11 H -2.66642 3.95931 3.02702
12 H -0.02317 3.29040 2.94920
13 H 0.00577 0.59742 2.95102
14 H -2.86600 -0.94786 3.99116
15 H -3.80988 -0.43878 2.56672
16 C -1.17539 -2.17653 0.02745
17 C -0.12478 -1.07162 -0.15176
18 N 0.99115 -1.57587 -0.90656
19 S 2.39358 -0.69269 -0.72801
20 O 2.59026 -0.52434 0.68275
21 O 3.40925 -1.33943 -1.50204
22 C 2.00573 0.89799 -1.45640
23 C 1.41404 1.87391 -0.67780
24 C 1.03422 3.06925 -1.26627
25 C 1.24840 3.27022 -2.62113
26 C 1.84755 2.28524 -3.39126
27 C 2.22563 1.08734 -2.80670
28 H 2.70436 0.30280 -3.37117
29 H 2.01857 2.44967 -4.44432
30 H 0.95090 4.20188 -3.07876
31 H 0.57102 3.84017 -0.66937
32 H 1.27483 1.69326 0.37615
33 C 0.63615 -1.99817 -2.24039
34 C -0.39026 -3.12652 -2.14863
35 C -1.61080 -2.67363 -1.34968
36 H -2.12505 -1.86198 -1.86782
37 H -2.31795 -3.49669 -1.23851
38 H -0.68750 -3.42815 -3.15345
39 H 0.07277 -3.98106 -1.65326
40 H 1.55506 -2.33604 -2.72027
41 H 0.21504 -1.15753 -2.81617
42 H 0.27323 -0.73920 0.80743
43 H -0.59520 -0.21253 -0.65931
44 H -0.73207 -2.99819 0.59655

Atomic forces in eV per Å
O -0.252 0.196 -0.183
C 0.404 -0.435 -0.065
N 0.081 0.017 0.556
H -0.046 -0.061 -0.125
C -0.239 0.194 -0.003
C 0.733 -0.343 -0.112
C -0.577 -0.318 0.025
C -0.483 0.303 0.023
C 0.785 0.441 -0.007
O -0.463 -0.231 0.052
H -0.161 0.078 -0.005
H 0.128 0.215 0.007
H 0.151 -0.213 -0.017
H -0.068 0.058 -0.138
H 0.097 -0.055 0.133
C -0.163 0.311 -0.373
C -0.284 0.099 0.529
N 0.905 0.332 0.236
S -0.107 -0.176 0.060
O -0.221 0.260 -0.043
O -0.185 0.128 -0.298
C 0.184 -0.633 0.280
C -0.045 0.103 0.171
C -0.005 -0.040 0.020
C 0.004 0.025 -0.012
C -0.010 -0.038 0.004
C 0.079 -0.047 -0.189
H 0.061 -0.040 -0.142
H 0.024 0.005 -0.080
H -0.022 0.077 -0.037
H -0.034 0.055 0.060
H -0.061 0.043 0.146
C 0.106 -0.354 -0.603
C -0.029 0.274 0.063
C 0.085 -0.149 0.169
H -0.057 -0.005 0.010
H -0.069 0.049 -0.039
H 0.040 -0.030 -0.009
H 0.060 -0.079 -0.053
H -0.144 -0.009 -0.134
H 0.023 -0.039 0.004
H -0.236 0.046 0.002
H -0.006 -0.048 0.056
H 0.019 0.035 0.061



No. 5
Here is a cluster of 2 separate species, C4H12 in total in a non-equilibrium geometry from the OMol25 dataset. Energies are from ωB97M-V/def2-TZVPD.

The structure (SMILES) is CC.CC. For the total energy, the calculation gives -159.54213 hartree. The value obtained for the orbital gap is 12.155 eV. Its multiplicity is 1.

Geometry (Å):
1 C -1.92307 1.15640 0.51912
2 C -2.50904 -0.13869 0.10762
3 H -2.62076 1.57791 1.20174
4 H -0.99427 1.14052 0.98435
5 H -1.77704 1.79593 -0.33515
6 H -1.94209 -0.77233 -0.63579
7 H -3.56101 -0.12125 -0.23157
8 H -2.36399 -0.84248 1.04899
9 C 1.83483 0.10411 -0.19379
10 C 2.57806 -1.11558 -0.49438
11 H 1.97282 0.90664 -0.92611
12 H 0.77295 0.00050 -0.00526
13 H 2.15464 0.41035 0.85803
14 H 1.80258 -1.92326 -0.65198
15 H 3.27526 -1.33075 0.36310
16 H 3.39628 -0.87919 -1.30179

Atomic forces in eV per Å
C -1.064 0.742 -1.459
C 0.941 -4.051 1.183
H -0.464 0.883 0.555
H 1.690 -0.596 0.967
H -0.240 0.620 -0.324
H -0.365 1.142 0.318
H 0.538 0.143 0.432
H -1.039 1.134 -1.660
C -0.453 2.587 2.542
C 2.308 -1.477 -0.717
H -0.020 0.005 0.398
H -0.336 -0.395 -0.542
H -0.173 0.514 -1.458
H 1.742 0.296 -0.384
H -1.041 -0.458 -0.641
H -2.021 -1.088 0.789



No. 6
Here is a cluster of 2 separate species, C2H2N2S in total in a non-equilibrium geometry from the OMol25 dataset. Energies are from ωB97M-V/def2-TZVPD.

The structure (SMILES) is C#[N+][S-].C#N. For the total energy, the calculation gives -584.99228 hartree. The value obtained for the orbital gap is 8.839 eV. Its multiplicity is 1.

Geometry (Å):
1 C 0.47718 2.02647 0.07797
2 C 0.28074 -1.59499 0.38494
3 N 0.61702 1.63789 -0.97026
4 N -0.70793 -1.63139 -0.24765
5 S -2.06649 -1.69197 -0.91688
6 H 0.19837 2.26331 1.18194
7 H 1.20111 -1.00931 0.48994

Atomic forces in eV per Å
C -1.386 1.079 5.235
C 0.446 0.729 -0.614
N 0.546 -0.732 -2.458
N 2.897 0.236 2.018
S -2.727 -0.274 -1.496
H 0.834 -0.346 -2.747
H -0.611 -0.693 0.062